# 1
# C42H44F2N4O13PS3Zr

A structure of composition C42H44F2N4O13PS3Zr (ωB97M-V/def2-TZVPD, OMol25).

Atoms and positions in Å:
Zr  0.25010  0.37884  -0.66916
O  2.12787  1.41822  -1.33628
C  3.31422  1.11821  -1.34671
C  3.84526  -0.13186  -0.89409
C  5.17579  -0.45352  -1.15116
C  5.64667  -1.70544  -0.85966
C  4.77447  -2.68876  -0.35965
C  3.47529  -2.38207  -0.07392
C  2.97377  -1.06777  -0.25131
O  1.81209  -0.72067  0.16940
N  7.03935  -2.03216  -1.10466
O  7.40864  -3.17216  -0.88310
O  7.77542  -1.14979  -1.51478
H  4.03227  1.84267  -1.75706
H  5.84155  0.27358  -1.60028
H  5.16101  -3.68634  -0.20768
H  2.79059  -3.14166  0.27283
F  -1.52599  6.85186  -0.86449
C  -0.99052  5.69061  -0.40074
C  -1.67902  4.95689  0.53831
C  -1.13162  3.76522  0.99479
C  0.09061  3.28120  0.51971
C  0.63734  1.97370  0.95707
C  0.77068  4.09204  -0.39954
C  0.23888  5.28382  -0.86938
H  -2.62975  5.31738  0.91142
H  -1.67559  3.18605  1.73028
H  0.11320  1.58491  1.82630
H  1.71566  2.00453  1.10963
H  1.73128  3.76559  -0.77546
H  0.77059  5.89583  -1.58953
F  2.78516  4.75203  -4.90355
C  1.46487  4.59390  -4.74163
C  0.94823  3.37463  -4.58525
N  -0.40675  3.15844  -4.48446
C  -0.89737  1.80793  -4.23440
C  -0.27656  1.31724  -2.94472
O  0.47392  0.31132  -2.93474
O  -0.46535  1.98788  -1.89328
C  -1.31115  4.20940  -4.52011
O  -2.51266  4.06071  -4.51167
N  -0.71898  5.45622  -4.61183
C  0.62947  5.78454  -4.74181
O  0.99904  6.93173  -4.84608
H  1.58025  2.49614  -4.55015
H  -0.63496  1.13260  -5.04703
H  -1.97577  1.86346  -4.11841
H  -1.35850  6.23580  -4.58163
O  -3.28647  -5.26703  -2.59604
S  -3.22115  -3.83043  -2.61436
O  -4.45678  -3.14571  -2.31711
N  -1.99171  -3.29863  -1.66231
C  -1.02040  -2.80342  -2.39001
S  0.51328  -2.37442  -1.80106
C  -1.31367  -2.72396  -3.85684
C  -0.52589  -2.17826  -4.85597
C  -1.02093  -2.18323  -6.15478
C  -2.26274  -2.74115  -6.44991
C  -3.04681  -3.29485  -5.44549
C  -2.54870  -3.26501  -4.15986
H  0.43773  -1.75630  -4.60564
H  -0.43017  -1.74812  -6.95235
H  -2.61956  -2.74234  -7.47224
H  -4.01479  -3.73188  -5.65701
C  -3.86968  -0.76809  0.02801
S  -2.36239  -0.03681  -0.49159
O  -2.31965  1.33786  -0.02281
O  -2.14073  -0.14398  -1.92529
O  -1.21668  -0.73407  0.20811
H  -4.01149  -1.70160  -0.51390
H  -4.66474  -0.06981  -0.22781
H  -3.79424  -0.91443  1.10566
C  2.66675  -1.10081  3.77565
C  1.33930  -0.62840  4.38348
C  1.35850  0.90505  4.47055
C  1.20945  -1.13637  5.82018
P  0.02627  -1.02205  3.05008
C  -1.50127  -0.44194  3.92764
C  -1.96985  -0.89306  5.16395
C  -3.09224  -0.32820  5.75381
C  -3.77994  0.69638  5.11496
C  -3.36088  1.12151  3.86473
C  -2.23628  0.55107  3.27738
C  -0.28351  -2.91697  3.02393
C  0.00767  -3.74663  4.27237
C  -1.74394  -3.12170  2.60023
C  0.60731  -3.43981  1.89250
H  3.51572  -0.71688  4.35137
H  2.75975  -0.74728  2.74545
H  2.73140  -2.19229  3.76294
H  2.18845  1.22636  5.10979
H  0.42905  1.28167  4.90471
H  1.49042  1.36240  3.48952
H  2.09827  -0.81705  6.37680
H  1.14366  -2.21804  5.90481
H  0.34471  -0.69166  6.31328
H  -1.47110  -1.70520  5.67322
H  -3.42911  -0.68589  6.71930
H  -4.63606  1.15735  5.59252
H  -3.89404  1.90673  3.34012
H  -1.94668  0.85678  2.28199
H  -0.61863  -3.46863  5.12057
H  1.05727  -3.68038  4.56066
H  -0.19982  -4.79741  4.04150
H  -2.44267  -2.85338  3.39333
H  -1.90218  -4.17349  2.34041
H  -1.96483  -2.52914  1.71251
H  1.65983  -3.26715  2.12813
H  0.37204  -2.93764  0.95538
H  0.45262  -4.51510  1.75048

Summary:
HOMO energy = -5.36 eV
net charge = -1
energy = -4606.93440 hartree
maximum force = 2.17 eV/A
Kohn-Sham gap = 6.51 eV

***

# 2
# C7H11NO

An isolated molecule of C7H11NO (ωB97M-V/def2-TZVPD, OMol25).

Atoms and positions in Å:
C  -1.07780  -0.25946  0.73463
C  2.55804  -0.72801  -1.36754
C  -0.87122  0.05879  2.18394
C  -1.55924  -1.41840  0.30555
N  1.25803  -0.46281  -0.80868
C  0.72292  0.77922  -0.75609
C  -0.66905  0.82160  -0.19371
C  -1.45663  1.84295  -0.51084
O  1.30767  1.77754  -1.12827
H  2.47434  -1.32014  -2.28208
H  3.17971  -1.26703  -0.64805
H  3.01649  0.23362  -1.60255
H  0.14052  0.42081  2.34772
H  -1.55438  0.84987  2.48786
H  -1.04515  -0.81456  2.80474
H  -1.71747  -1.61407  -0.74270
H  -1.84133  -2.20397  0.98803
H  0.69676  -1.24275  -0.50410
H  -1.09817  2.61764  -1.16747
H  -2.46404  1.92914  -0.14039

Summary:
HOMO energy = -9.41 eV
energy = -403.29903 hartree
maximum force = 0.40 eV/A
SMILES = C=C(C)C(=C)C(=O)NC
Kohn-Sham gap = 10.21 eV

***

# 3
# C15H29O18S4

A cluster of 5 separate species, C15H29O18S4 in total (ωB97M-V/def2-TZVPD, OMol25).

Atoms and positions in Å:
C  2.98594  0.12797  5.93607
C  2.53540  -1.25220  5.41119
C  2.21478  -2.25206  6.54225
C  1.41615  -1.21075  4.33882
C  0.28578  -0.17778  4.54188
O  -0.82254  -0.63067  3.68620
C  -0.27858  -0.16061  5.97217
C  -1.26525  -1.29089  6.30113
O  -1.02195  -2.45805  6.05013
H  4.01817  0.37668  5.65425
H  2.35493  0.95464  5.60116
H  2.97118  0.09729  7.03627
H  3.41739  -1.69733  4.91476
H  1.34490  -1.96608  7.13146
H  3.08647  -2.29202  7.21750
H  2.11854  -3.26055  6.12850
H  1.87703  -1.04665  3.35162
H  0.93878  -2.22372  4.30321
H  -0.44205  -1.13818  2.96276
H  -0.87095  0.76982  6.06355
H  0.47976  -0.10733  6.75974
H  -2.22747  -0.98805  6.80013
C  -3.87545  1.29033  -0.59071
C  -3.94607  2.45289  0.37564
O  -4.19101  1.85392  1.65011
S  -3.46182  0.40452  1.71171
O  -2.20848  0.53024  2.35336
O  -4.43475  -0.55411  2.10404
O  -3.19971  0.25501  0.12389
H  -4.87275  0.93216  -0.85187
H  -3.33284  1.53691  -1.49684
H  -4.73787  3.15360  0.12316
H  -2.99201  2.98440  0.42880
C  -3.14611  1.87269  -5.65006
C  -3.02045  3.33892  -5.30331
O  -4.35347  3.74144  -4.94718
S  -5.11375  2.50505  -4.26179
O  -5.01604  2.63352  -2.85102
O  -6.35426  2.31962  -4.92172
O  -4.09577  1.35336  -4.70831
H  -3.55019  1.73601  -6.65400
H  -2.20571  1.34590  -5.56827
H  -2.64663  3.93430  -6.13130
H  -2.37853  3.48742  -4.43200
C  1.84014  -0.46914  -6.51909
C  2.20176  0.18140  -7.83726
O  0.95688  0.69047  -8.33941
S  0.03170  1.13600  -7.10883
O  0.16116  2.53657  -6.91867
O  -1.23121  0.50200  -7.24900
O  0.84800  0.39453  -5.95193
H  1.39226  -1.45341  -6.66857
H  2.69145  -0.55805  -5.84946
H  2.63961  -0.51862  -8.54336
H  2.88049  1.02466  -7.69297
C  3.44005  -2.97838  1.19752
C  4.87979  -2.86580  0.74913
O  4.81945  -2.09786  -0.46013
S  3.60461  -1.04390  -0.35726
O  4.13172  0.21114  0.03670
O  2.79654  -1.18871  -1.51638
O  2.86377  -1.70726  0.89391
H  2.90457  -3.74237  0.62919
H  3.34690  -3.18752  2.26101
H  5.33692  -3.83429  0.56300
H  5.48070  -2.31306  1.47481

Summary:
HOMO energy = -0.69 eV
net charge = -1
energy = -3535.81170 hartree
maximum force = 1.60 eV/A
Kohn-Sham gap = 2.14 eV

***

# 4
# C3H4N2O2

A structure of composition C3H4N2O2 (ωB97M-V/def2-TZVPD, OMol25).

Atoms and positions in Å:
C  -0.46696  0.52456  0.48599
C  -1.26086  -0.54984  -0.14958
C  0.96179  -0.12825  0.39624
H  0.50605  2.07283  -0.26609
H  -0.90357  1.00908  1.48647
H  -2.26176  -0.51665  -0.33304
H  1.65079  -1.72746  -1.06470
N  -0.61857  -1.59154  -0.49890
N  0.80676  -1.41458  -0.08876
O  -0.34185  1.72507  -0.48336
O  1.92818  0.59677  0.51572

Summary:
HOMO energy = -10.17 eV
energy = -376.59853 hartree
maximum force = 5.68 eV/A
Kohn-Sham gap = 10.28 eV

***

- HOMO energy of number 3 (C15H29O18S4)?
  -0.69 eV

***

- Which value of HOMO energy does entry 2 give?
  -9.41 eV

***

- Look up the maximum force of the fourth one.
  5.68 eV/A

***

- Which value of maximum force does entry 4 give?
  5.68 eV/A